Entry 1:
This record from OMol25 describes C38H44Cl5NaO10P2S2 as an isolated structure. The level of theory is ωB97M-V/def2-TZVPD.

As for the total charge: -2. Its HOMO energy is -0.0602 Eh. For the frontier orbital gap, the calculation gives 5.1 eV.

Last column: Mulliken charge in e.
Element x y z (Å)
Na 0.81 0.37 -1.07  1.049
O -0.24 -2.16 2.05  -0.909
C -0.78 -1.63 1.06  -0.124
O -0.15 -1.00 0.16  0.068
C -2.31 -1.86 1.00  0.206
C -2.68 -3.09 1.56  -0.681
C -4.00 -3.46 1.79  -0.811
C -5.01 -2.55 1.49  -0.626
C -4.68 -1.34 0.92  -1.459
C -3.35 -0.96 0.64  1.473
S -3.12 0.54 -0.20  -0.288
H -1.88 -3.76 1.84  0.450
H -4.22 -4.43 2.22  0.277
H -6.04 -2.80 1.68  0.348
H -5.46 -0.64 0.65  0.393
Cl 7.31 -3.62 -2.73  -0.264
C 5.98 -2.51 -2.62  0.382
C 4.66 -2.97 -2.59  -0.139
Cl 4.36 -4.67 -2.66  -0.222
C 3.61 -2.09 -2.53  0.434
Cl 1.98 -2.64 -2.43  0.090
C 3.77 -0.65 -2.52  -0.581
O 2.82 0.15 -2.54  -0.823
C 5.15 -0.25 -2.50  0.593
Cl 5.45 1.45 -2.41  -0.239
C 6.21 -1.14 -2.55  -0.055
Cl 7.84 -0.55 -2.55  -0.250
C -1.67 5.68 1.24  -1.546
C -1.77 4.37 0.47  0.844
C -3.13 4.20 -0.19  -1.223
O -1.54 3.31 1.42  -0.016
P -0.48 2.14 1.06  1.404
O -0.23 1.96 -0.37  -1.398
C 1.08 2.76 1.82  -0.838
P 2.35 1.56 1.30  0.611
O 2.44 1.35 -0.15  -0.550
O 3.75 2.05 1.96  -0.363
C 4.53 3.19 1.60  0.495
C 4.19 3.77 0.23  -1.002
C 4.38 4.24 2.70  -1.371
O 2.04 0.36 2.25  -0.226
C 2.64 -0.97 2.26  1.113
C 3.61 -1.02 3.43  -1.808
C 3.32 -1.35 0.95  -1.072
O -0.90 1.00 2.04  0.222
C -1.33 1.33 3.39  0.741
C -2.84 1.17 3.49  -1.562
C -0.60 0.40 4.36  -1.103
H -1.87 6.53 0.58  0.413
H -0.68 5.79 1.68  0.319
H -2.40 5.68 2.05  0.288
H -1.00 4.33 -0.30  0.287
H -3.92 4.28 0.55  0.284
H -3.19 3.21 -0.64  0.155
H -3.26 4.96 -0.96  0.419
H 1.05 2.84 2.91  0.522
H 1.30 3.73 1.38  0.227
H 5.56 2.84 1.59  0.402
H 3.17 4.14 0.21  0.193
H 4.28 3.01 -0.54  0.023
H 4.88 4.59 0.00  0.497
H 3.36 4.61 2.72  0.206
H 5.06 5.07 2.52  0.429
H 4.61 3.80 3.67  0.325
H 1.79 -1.63 2.42  0.155
H 4.46 -0.37 3.25  0.269
H 3.96 -2.04 3.56  0.456
H 3.11 -0.70 4.35  0.379
H 4.12 -0.65 0.70  0.263
H 2.58 -1.35 0.15  -0.275
H 3.74 -2.35 1.05  0.582
H -1.07 2.37 3.60  0.369
H -3.10 0.11 3.51  0.297
H -3.31 1.62 2.62  0.219
H -3.20 1.65 4.40  0.476
H -0.60 -0.60 3.93  0.050
H -1.11 0.40 5.32  0.460
H 0.44 0.71 4.49  0.165
O -0.76 -0.22 -2.43  -1.171
S -1.67 -1.15 -1.74  1.686
C -3.20 -1.17 -2.76  0.618
C -3.34 -0.28 -3.81  -0.443
C -4.51 -0.28 -4.57  -0.645
C -5.54 -1.15 -4.25  -0.500
C -5.40 -2.03 -3.19  -0.898
C -4.24 -2.05 -2.45  -0.282
C -1.29 -2.76 -2.61  -0.336
C -0.86 -2.78 -3.93  -0.022
C -0.70 -3.98 -4.60  -0.630
C -0.96 -5.18 -3.94  -0.578
C -1.37 -5.16 -2.61  -0.696
C -1.53 -3.95 -1.95  -0.028
H -2.52 0.40 -4.02  0.332
H -4.61 0.41 -5.40  0.397
H -6.46 -1.13 -4.84  0.354
H -6.22 -2.70 -2.93  0.420
H -4.13 -2.74 -1.62  0.251
H -0.66 -1.83 -4.42  0.356
H -0.38 -4.00 -5.63  0.399
H -0.85 -6.12 -4.46  0.330
H -1.56 -6.10 -2.09  0.414
H -1.84 -3.93 -0.91  0.182

Entry 2:
This record from OMol25 describes C38H44ClN9O4S2Sr as an isolated structure. The level of theory is ωB97M-V/def2-TZVPD.

Its HOMO energy is -0.2541 Eh. For the frontier orbital gap, the calculation gives 6.0 eV.

Last column: Mulliken charge in e.
Element x y z (Å)
Sr -1.37 -0.11 0.43  2.202
Cl -0.99 -4.14 -5.38  -0.238
C -1.53 -3.67 -3.78  0.114
C -2.63 -2.84 -3.63  -0.721
C -3.03 -2.45 -2.37  -0.717
C -2.36 -2.85 -1.19  1.878
C -2.71 -2.35 0.11  -2.697
C -1.27 -3.72 -1.40  -0.946
C -0.87 -4.14 -2.66  -0.195
H -3.17 -2.51 -4.51  0.525
H -3.91 -1.81 -2.28  0.417
H -2.39 -3.01 0.93  0.423
H -3.76 -2.09 0.23  0.533
H -0.76 -4.14 -0.53  0.405
H -0.05 -4.84 -2.77  0.523
C -3.82 4.54 1.74  -1.114
C -4.13 3.97 0.37  -0.620
S -2.97 2.76 -0.27  0.456
O -2.86 1.69 0.81  -0.950
C -1.40 3.66 -0.25  -0.619
C -0.64 3.58 1.05  -0.594
H -4.69 5.07 2.12  0.417
H -2.99 5.25 1.72  0.243
H -3.58 3.74 2.44  0.254
H -4.19 4.74 -0.41  0.476
H -5.07 3.43 0.36  0.412
H -1.63 4.69 -0.53  0.522
H -0.84 3.22 -1.08  0.342
H -1.10 4.16 1.84  0.287
H 0.38 3.95 0.90  0.436
H -0.57 2.56 1.43  -0.054
C 3.73 -2.31 -2.30  -0.442
C 2.52 -3.02 -1.74  -0.592
N 1.66 -2.04 -1.09  0.314
C 2.13 -1.00 -0.34  -0.301
N 1.28 -0.32 0.39  0.583
C 1.85 0.70 1.26  -0.898
C 3.01 1.43 0.62  -0.736
C 4.06 0.39 0.30  -0.776
N 3.46 -0.70 -0.47  0.143
C 4.40 -1.57 -1.17  -0.842
H 3.42 -1.60 -3.07  0.069
H 4.42 -3.02 -2.75  0.456
H 2.83 -3.80 -1.04  0.409
H 1.94 -3.50 -2.53  0.182
H 0.73 -2.36 -0.85  -0.280
H 2.17 0.27 2.21  0.406
H 1.06 1.41 1.53  0.005
H 3.43 2.18 1.29  0.428
H 2.69 1.93 -0.29  0.285
H 4.50 -0.01 1.22  0.285
H 4.87 0.80 -0.30  0.433
H 4.86 -2.27 -0.47  0.253
H 5.20 -0.93 -1.55  0.478
O 2.48 -2.11 9.87  -0.677
S 2.54 -0.75 9.38  1.185
O 3.26 -0.59 8.12  -0.672
O 2.81 0.27 10.37  -0.675
C 0.81 -0.43 8.91  -0.007
N -0.06 -0.14 9.88  -0.475
C -1.31 0.08 9.51  -0.348
C -1.73 0.03 8.18  -0.594
C -0.75 -0.29 7.26  0.557
N 0.50 -0.52 7.63  -0.287
C -0.97 -0.36 5.78  0.947
C -2.16 -0.01 5.15  -0.837
C -2.23 -0.03 3.77  -0.766
N -1.20 -0.39 3.00  -0.003
C -0.07 -0.78 3.61  -0.944
C 0.09 -0.77 4.98  -0.626
H -2.02 0.31 10.29  0.407
H -2.76 0.23 7.91  0.347
H -3.03 0.30 5.72  0.286
H -3.14 0.27 3.26  0.581
H 0.73 -1.10 2.96  0.668
H 1.03 -1.06 5.44  0.676
C -2.48 0.53 -4.37  -1.130
C -2.48 0.76 -3.01  -0.588
N -1.45 0.46 -2.21  0.722
C -0.39 -0.12 -2.78  -1.183
C -0.30 -0.42 -4.14  0.229
C -1.37 -0.07 -4.95  -0.147
C 0.88 -1.17 -4.63  -0.565
C 1.73 -0.85 -5.60  -0.724
C 1.77 0.40 -6.38  0.841
C 2.50 0.45 -7.57  -0.613
C 2.51 1.65 -8.25  -0.246
N 1.88 2.73 -7.81  -0.577
C 1.23 2.59 -6.66  -0.167
N 1.14 1.49 -5.92  -0.267
H -3.34 0.79 -4.96  0.468
H -3.35 1.18 -2.53  0.410
H 0.44 -0.38 -2.13  0.904
H -1.34 -0.28 -6.01  0.488
H 1.02 -2.13 -4.14  0.611
H 2.49 -1.58 -5.86  0.308
H 3.03 -0.42 -7.95  0.422
H 3.06 1.75 -9.19  0.387
H 0.71 3.46 -6.29  0.414